No. 1
{
  "formula": "C28H46N6O15",
  "method": "ωB97M-V/def2-TZVPD",
  "elements": ["C", "C", "N", "C", "N", "C", "N", "C", "C", "N", "C", "C", "C", "C", "C", "N", "N", "C", "C", "H", "H", "H", "H", "H", "H", "H", "H", "H", "H", "H", "H", "H", "H", "H", "H", "H", "H", "H", "H", "H", "H", "H", "H", "H", "H", "C", "C", "O", "C", "O", "O", "H", "H", "H", "H", "C", "C", "O", "C", "O", "O", "H", "H", "H", "H", "C", "C", "O", "C", "O", "O", "H", "H", "H", "H", "C", "C", "O", "C", "O", "O", "H", "H", "H", "H", "C", "C", "O", "C", "O", "O", "H", "H", "H", "H"],
  "coordinates": [[-8.93, -1.11, 1.79], [-9.10, -2.43, 1.05], [-7.88, -2.75, 0.32], [-7.89, -3.87, -0.61], [-8.24, -3.51, -1.99], [-8.91, -4.86, -0.20], [-9.71, -5.63, 0.10], [-6.49, -4.61, -0.63], [-6.56, -5.57, -1.76], [-6.55, -6.35, -2.60], [-5.34, -3.64, -1.02], [-4.71, -2.68, 0.00], [-3.54, -3.26, 0.80], [-2.49, -2.21, 1.16], [-1.18, -2.81, 1.70], [-0.03, -2.42, 0.87], [-6.18, -5.44, 0.52], [-6.25, -4.92, 1.90], [-7.34, -5.59, 2.74], [-8.48, -0.35, 1.15], [-9.90, -0.74, 2.12], [-8.31, -1.24, 2.67], [-9.30, -3.22, 1.77], [-9.99, -2.37, 0.39], [-7.53, -1.93, -0.16], [-9.21, -3.22, -2.03], [-7.68, -2.72, -2.29], [-5.68, -3.08, -1.90], [-4.54, -4.28, -1.40], [-4.32, -1.84, -0.58], [-5.46, -2.26, 0.67], [-3.07, -4.08, 0.23], [-3.90, -3.70, 1.72], [-2.93, -1.54, 1.90], [-2.25, -1.60, 0.28], [-1.29, -3.90, 1.74], [-0.99, -2.45, 2.71], [0.12, -3.10, 0.12], [0.81, -2.46, 1.44], [-6.74, -6.28, 0.47], [-5.29, -5.11, 2.39], [-6.40, -3.84, 1.89], [-7.14, -5.39, 3.79], [-7.32, -6.67, 2.59], [-8.34, -5.22, 2.51], [2.20, -0.74, -1.79], [1.89, 0.13, -0.58], [3.20, 0.56, -0.19], [4.02, 0.49, -1.26], [5.13, 0.93, -1.30], [3.42, -0.17, -2.28], [1.44, -0.71, -2.56], [2.40, -1.78, -1.51], [1.30, 1.00, -0.85], [1.41, -0.41, 0.23], [7.38, 3.25, -1.05], [7.66, 3.40, -2.53], [8.38, 4.64, -2.58], [8.94, 4.85, -1.37], [9.73, 5.71, -1.14], [8.48, 3.97, -0.47], [7.38, 2.22, -0.70], [6.45, 3.73, -0.74], [8.30, 2.61, -2.92], [6.76, 3.47, -3.14], [9.64, 8.60, 1.24], [9.46, 7.20, 1.80], [8.97, 7.46, 3.12], [8.40, 8.69, 3.14], [7.77, 9.13, 4.05], [8.67, 9.35, 2.00], [9.43, 8.68, 0.18], [10.63, 9.00, 1.45], [8.70, 6.64, 1.25], [10.37, 6.63, 1.85], [-6.36, -6.25, -6.96], [-6.16, -5.38, -5.73], [-5.03, -4.59, -6.12], [-4.96, -4.55, -7.47], [-4.24, -3.84, -8.09], [-5.83, -5.43, -8.01], [-7.40, -6.49, -7.17], [-5.78, -7.18, -6.91], [-7.01, -4.72, -5.56], [-5.94, -5.94, -4.83], [11.35, 9.22, 4.49], [12.30, 9.68, 5.58], [13.50, 8.96, 5.27], [13.47, 8.63, 3.95], [14.38, 8.17, 3.35], [12.25, 8.90, 3.43], [10.66, 9.99, 4.17], [10.80, 8.32, 4.77], [12.52, 10.75, 5.53], [11.98, 9.43, 6.59]],
  "smiles": "CCN[C@](N)(C#N)[C@@](C#N)(CCCCCN)NCC.O=C1OCCO1.O=C1OCCO1.O=C1OCCO1.O=C1OCCO1.O=C1OCCO1",
  "orbital_gap_ha": 0.3556,
  "energy_ha": -2551.67116
}



No. 2
{
  "formula": "C46H138O23",
  "method": "ωB97M-V/def2-TZVPD",
  "elements": ["C", "C", "O", "H", "H", "H", "H", "H", "H", "C", "C", "O", "H", "H", "H", "H", "H", "H", "C", "C", "O", "H", "H", "H", "H", "H", "H", "C", "C", "O", "H", "H", "H", "H", "H", "H", "C", "C", "O", "H", "H", "H", "H", "H", "H", "C", "C", "O", "H", "H", "H", "H", "H", "H", "C", "C", "O", "H", "H", "H", "H", "H", "H", "C", "C", "O", "H", "H", "H", "H", "H", "H", "C", "C", "O", "H", "H", "H", "H", "H", "H", "C", "C", "O", "H", "H", "H", "H", "H", "H", "C", "C", "O", "H", "H", "H", "H", "H", "H", "C", "C", "O", "H", "H", "H", "H", "H", "H", "C", "C", "O", "H", "H", "H", "H", "H", "H", "C", "C", "O", "H", "H", "H", "H", "H", "H", "C", "C", "O", "H", "H", "H", "H", "H", "H", "C", "C", "O", "H", "H", "H", "H", "H", "H", "C", "C", "O", "H", "H", "H", "H", "H", "H", "C", "C", "O", "H", "H", "H", "H", "H", "H", "C", "C", "O", "H", "H", "H", "H", "H", "H", "C", "C", "O", "H", "H", "H", "H", "H", "H", "C", "C", "O", "H", "H", "H", "H", "H", "H", "C", "C", "O", "H", "H", "H", "H", "H", "H", "C", "C", "O", "H", "H", "H", "H", "H", "H"],
  "coordinates": [[-5.24, -3.59, 4.74], [-4.09, -2.86, 5.39], [-3.43, -2.18, 4.29], [-4.85, -4.03, 3.84], [-6.05, -2.91, 4.52], [-5.69, -4.34, 5.39], [-3.42, -3.59, 5.84], [-4.34, -2.14, 6.13], [-2.57, -1.90, 4.64], [1.68, 8.46, 1.13], [2.25, 7.44, 0.14], [1.44, 6.27, -0.09], [2.40, 9.27, 1.28], [1.56, 7.90, 2.08], [0.66, 8.74, 0.87], [3.28, 7.12, 0.52], [2.35, 7.88, -0.92], [0.85, 6.14, 0.64], [-3.33, -2.56, -4.61], [-2.57, -1.66, -5.55], [-1.17, -1.91, -5.67], [-3.09, -3.62, -4.63], [-4.41, -2.44, -4.78], [-3.21, -2.27, -3.54], [-2.71, -0.60, -5.27], [-3.04, -1.67, -6.57], [-0.82, -2.16, -4.82], [-0.85, 1.29, 2.39], [-1.04, -0.17, 2.71], [0.00, -0.59, 3.68], [0.24, 1.35, 2.17], [-1.12, 1.96, 3.21], [-1.52, 1.67, 1.55], [-1.09, -0.86, 1.88], [-2.04, -0.32, 3.11], [0.85, -0.73, 3.21], [-5.57, -1.68, 0.17], [-5.61, -1.65, 1.67], [-4.32, -1.17, 2.16], [-5.66, -0.69, -0.26], [-6.36, -2.28, -0.27], [-4.65, -2.01, -0.32], [-5.72, -2.68, 2.08], [-6.41, -0.96, 2.02], [-3.90, -1.75, 2.84], [-2.46, 5.08, 1.30], [-1.47, 4.82, 2.35], [-0.19, 5.16, 1.82], [-3.52, 4.83, 1.53], [-2.03, 4.58, 0.41], [-2.49, 6.12, 0.99], [-1.45, 3.70, 2.52], [-1.66, 5.29, 3.33], [0.43, 4.52, 2.16], [2.66, -6.08, -0.98], [1.31, -6.61, -0.66], [0.74, -6.11, 0.52], [3.19, -6.20, 0.01], [2.65, -5.08, -1.31], [3.12, -6.72, -1.81], [1.25, -7.69, -0.42], [0.61, -6.48, -1.49], [0.20, -5.31, 0.42], [-7.61, -1.23, -2.60], [-6.54, -0.80, -3.60], [-6.93, 0.39, -4.23], [-8.60, -1.06, -3.09], [-7.51, -0.51, -1.77], [-7.46, -2.20, -2.25], [-6.25, -1.57, -4.35], [-5.59, -0.72, -3.06], [-6.20, 0.68, -4.82], [7.47, -4.13, -2.03], [6.24, -4.57, -2.85], [4.95, -4.40, -2.18], [7.76, -4.87, -1.33], [7.29, -3.13, -1.53], [8.21, -4.12, -2.85], [6.30, -5.64, -3.16], [6.19, -3.96, -3.79], [4.23, -4.55, -2.82], [-1.19, -6.47, 3.52], [-0.38, -5.16, 3.64], [-1.02, -4.04, 3.06], [-0.64, -7.40, 3.72], [-1.51, -6.48, 2.51], [-2.08, -6.49, 4.12], [0.56, -5.49, 3.00], [-0.10, -4.93, 4.73], [-1.95, -4.00, 3.37], [3.37, -2.78, 1.44], [3.54, -1.46, 2.10], [2.30, -0.72, 2.04], [4.32, -3.25, 1.32], [3.05, -2.86, 0.36], [2.66, -3.40, 1.92], [4.30, -0.96, 1.58], [3.85, -1.46, 3.13], [2.58, 0.18, 2.17], [1.63, -3.99, -4.95], [1.65, -3.44, -3.59], [1.15, -2.15, -3.68], [0.60, -4.00, -5.36], [2.01, -4.96, -4.95], [2.26, -3.43, -5.60], [2.71, -3.45, -3.18], [1.00, -4.04, -2.90], [1.10, -1.67, -2.83], [2.84, 3.06, -6.50], [2.72, 3.17, -5.02], [1.70, 4.22, -4.73], [1.87, 2.78, -6.98], [3.58, 2.34, -6.81], [3.12, 4.01, -6.93], [3.71, 3.49, -4.63], [2.34, 2.23, -4.60], [1.21, 3.95, -3.97], [1.42, 3.85, 5.34], [1.53, 2.76, 4.29], [1.82, 3.35, 3.03], [0.96, 3.38, 6.22], [0.78, 4.57, 4.83], [2.37, 4.31, 5.66], [0.57, 2.07, 4.34], [2.41, 2.04, 4.47], [2.56, 2.90, 2.59], [0.02, 0.87, -2.57], [-0.13, 0.28, -1.20], [0.85, -0.78, -0.99], [-0.28, 0.19, -3.37], [1.01, 1.29, -2.81], [-0.74, 1.70, -2.63], [-1.09, -0.08, -1.11], [-0.07, 1.05, -0.45], [0.71, -1.33, -0.21], [-2.17, 6.00, -2.88], [-0.66, 6.09, -2.87], [-0.17, 4.87, -2.23], [-2.47, 5.39, -3.68], [-2.53, 7.03, -3.00], [-2.60, 5.67, -1.99], [-0.30, 6.92, -2.25], [-0.25, 6.13, -3.84], [0.45, 5.28, -1.61], [-1.31, -3.38, -1.42], [-1.59, -3.00, -0.01], [-0.33, -2.82, 0.70], [-2.12, -3.13, -2.09], [-1.32, -4.48, -1.52], [-0.41, -2.97, -1.81], [-2.25, -3.75, 0.46], [-2.22, -2.08, 0.08], [-0.56, -2.98, 1.60], [7.35, 3.05, 2.20], [7.42, 1.79, 3.04], [6.09, 1.15, 3.04], [6.40, 3.50, 2.46], [7.27, 2.89, 1.17], [8.21, 3.67, 2.49], [7.68, 2.07, 4.07], [8.18, 1.09, 2.76], [6.10, 0.38, 3.66], [3.72, 3.17, -0.30], [3.72, 1.74, 0.30], [3.63, 1.71, 1.74], [3.04, 3.93, 0.23], [3.41, 3.05, -1.30], [4.69, 3.64, -0.21], [4.57, 1.19, -0.03], [2.78, 1.14, 0.04], [4.45, 1.67, 2.16], [3.72, -0.31, -2.78], [5.19, -0.77, -2.99], [5.67, -0.73, -1.61], [3.33, -0.96, -1.92], [3.12, -0.30, -3.68], [3.79, 0.72, -2.41], [5.81, -0.10, -3.60], [5.17, -1.76, -3.35], [6.58, -0.97, -1.51], [-1.35, -1.49, 8.18], [-0.61, -1.34, 6.88], [-1.15, -1.85, 5.66], [-0.73, -1.15, 8.97], [-1.56, -2.49, 8.40], [-2.33, -1.02, 8.18], [0.35, -1.82, 6.90], [-0.44, -0.24, 6.65], [-0.51, -1.55, 4.98], [-5.84, 2.60, 1.13], [-4.49, 1.88, 1.09], [-3.99, 1.76, 2.41], [-6.59, 1.87, 1.50], [-6.08, 3.01, 0.17], [-5.75, 3.49, 1.81], [-3.70, 2.33, 0.42], [-4.71, 0.88, 0.65], [-4.11, 0.83, 2.72], [-3.75, 1.72, -2.96], [-3.24, 2.02, -4.36], [-4.30, 1.79, -5.36], [-3.39, 2.46, -2.18], [-3.49, 0.69, -2.75], [-4.83, 1.78, -2.99], [-2.37, 1.37, -4.50], [-2.93, 3.04, -4.41], [-4.44, 2.63, -5.77]],
  "orbital_gap_ha": 0.3629,
  "energy_ha": -3565.60004,
  "relative_energy_ev": 2.902
}